[1]
{"formula": "C3H14O3S", "method": "the ωB97M-V functional and the def2-TZVPD basis", "gap_ev": [8.2709, 6.4656], "lumo_energy_ev": [3.336, 1.531], "multiplicity": 2, "relative_energy_kj_mol": 41.6, "charge": -1, "elements": ["C", "C", "C", "S", "H", "H", "H", "H", "H", "H", "H", "H", "H", "H", "O", "H", "H", "O", "H", "H", "O"], "xyz": [[-1.475308, -1.215317, 0.388002], [0.030470, -1.233969, 0.118208], [0.381940, -1.224981, -1.370971], [2.150993, -1.249641, -1.609458], [-1.576365, -0.997755, 1.466785], [-1.874849, -0.318698, -0.101513], [-2.030608, -2.106958, 0.115520], [0.491751, -2.156916, 0.461188], [0.598180, -0.410462, 0.511927], [-0.243376, -1.952806, -1.940411], [0.065958, -0.261117, -1.804432], [3.462454, 0.504489, 1.178241], [0.029241, 1.085225, 1.383896], [-0.130433, 1.008696, 3.012199], [0.077195, 0.484204, 2.236006], [3.505895, 0.170893, 0.507406], [0.966822, 2.000548, -0.293593], [0.074328, 1.943908, 0.060585], [-2.143586, 2.400265, -1.764527], [-0.732318, 1.931996, -0.937562], [-1.628386, 1.598398, -1.617496]], "forces_ev_per_a": [[0.646, 1.461, 0.880], [0.193, -1.095, -1.337], [-0.990, 0.202, -0.383], [-0.306, -0.315, -0.476], [-0.178, -0.411, -0.414], [-0.193, -0.282, -0.166], [0.118, -0.210, -0.201], [-0.022, -0.202, 0.647], [-0.312, -0.064, 0.388], [0.918, 0.055, 0.144], [0.077, 0.145, 0.111], [0.050, -0.077, -0.188], [0.014, -0.098, 0.885], [-0.009, 0.294, -0.237], [0.023, 0.528, -0.050], [-0.033, 0.130, 0.273], [0.073, 0.008, 0.135], [0.408, 0.358, -0.046], [0.050, -0.169, -0.038], [-1.027, -0.939, 0.145], [0.498, 0.682, -0.072]], "mulliken_charge": [-1.101, -0.105, -0.501, -0.186, 0.274, 0.235, 0.435, 0.424, 0.134, 0.351, 0.117, 0.160, 0.385, 0.245, -0.731, -0.177, 0.209, -0.898, 0.201, 0.364, -0.836]}

=====

[2]
{"formula": "C3H14O3S", "method": "the ωB97M-V functional and the def2-TZVPD basis", "gap_ev": 5.5544, "lumo_energy_ev": -3.244, "relative_energy_kj_mol": 746.4, "charge": 0, "elements": ["C", "C", "S", "C", "H", "H", "H", "H", "H", "H", "H", "H", "H", "H", "O", "H", "H", "O", "H", "H", "O"], "xyz": [[-0.544182, 0.668828, 2.072949], [0.073580, 0.549498, 0.628682], [1.353687, -0.735084, 0.553160], [1.105943, -1.468570, -1.090022], [0.256680, 0.873065, 2.758703], [-1.193271, 1.546106, 2.221860], [-0.919944, -0.352412, 2.395618], [-0.524302, 0.454646, -0.265193], [0.525955, 1.530570, 0.502304], [1.756128, -0.999943, -1.837041], [0.094289, -1.697247, -1.418559], [1.639447, -2.430560, -0.901784], [4.071125, 1.387438, -1.137579], [2.701841, 0.621759, -0.883353], [3.309637, 1.382745, -0.580838], [-2.348839, -0.053655, -0.481695], [-2.680360, -0.774028, -2.159289], [-1.909164, -0.842696, -1.623163], [-0.933211, -1.225969, 0.760131], [-3.284955, 1.071593, 0.145834], [-2.550077, 0.493917, 0.339283]], "forces_ev_per_a": [[0.376, -1.114, -0.810], [0.629, 2.297, 1.185], [-2.911, -0.963, 0.097], [1.829, -1.426, 0.273], [0.878, -0.135, 0.349], [-0.311, -0.932, -0.540], [-0.387, 1.250, -0.197], [-0.675, -0.421, 0.154], [0.559, 0.127, -0.230], [-0.528, 0.305, -0.027], [-0.212, 0.629, 0.117], [-0.502, 0.337, -0.318], [0.715, -0.181, -0.741], [1.782, 1.939, 0.490], [-2.321, -1.529, 0.136], [-0.126, -0.147, -0.686], [-1.113, -0.371, -0.530], [2.027, -0.150, 0.845], [1.166, 0.039, -0.518], [-0.343, 0.032, -0.009], [-0.531, 0.415, 0.962]], "mulliken_charge": [-1.044, -0.979, 0.057, -0.690, 0.423, 0.262, 0.359, 0.510, 0.456, 0.324, 0.216, 0.326, 0.287, 0.328, -0.603, 0.385, 0.191, -0.866, 0.405, 0.233, -0.583]}

=====

[3]
{"formula": "C3H14O3S2", "method": "the ωB97M-V functional and the def2-TZVPD basis", "gap_ev": 3.5714, "lumo_energy_ev": -5.292, "relative_energy_kj_mol": 662.7, "charge": 0, "elements": ["C", "C", "S", "S", "C", "H", "H", "H", "H", "H", "H", "H", "H", "H", "H", "O", "H", "H", "O", "H", "H", "O"], "xyz": [[-1.106107, 0.207320, -2.651547], [-0.293910, -0.895276, -1.841511], [1.331805, -0.444739, -1.381483], [0.692681, -1.571042, 1.659446], [1.418638, 0.031020, 2.059083], [-0.553929, 0.943963, -3.222530], [-1.922373, 0.716954, -1.993386], [-1.696495, -0.365693, -3.384625], [-0.931961, -1.075385, -0.965475], [-0.190593, -1.749253, -2.556019], [0.801527, 0.463868, 2.826928], [2.457843, 0.069119, 2.397613], [1.322381, 0.645067, 1.181076], [0.627042, 1.720441, -0.608744], [-0.526022, 2.333559, 0.079857], [0.132007, 2.539291, -0.631588], [-2.033343, 2.152569, 2.052887], [-1.923484, -0.969989, 1.263374], [-1.301852, 1.846642, 1.494028], [1.136390, -1.525669, 0.344557], [-1.880508, 0.572858, 1.011696], [-2.220422, -0.342990, 0.596561]], "forces_ev_per_a": [[-2.232, 0.291, 1.127], [0.451, 0.402, -2.848], [-0.966, -0.461, 0.719], [0.621, 0.310, -0.602], [0.190, 0.397, 0.466], [0.356, 0.083, 0.341], [1.917, -0.712, -0.942], [0.301, 0.001, 0.180], [-0.318, -0.025, 0.732], [-0.296, 0.198, 1.168], [-0.303, 0.270, 0.148], [-0.106, -0.645, -0.144], [-0.156, 0.393, 0.018], [0.385, 0.004, -0.254], [-0.080, 0.619, 0.042], [-0.334, -0.239, 0.171], [0.361, 0.191, -0.249], [-0.065, -0.161, 0.084], [-0.659, -0.859, 0.335], [0.193, -0.385, 0.061], [0.290, 0.202, -0.423], [0.450, 0.124, -0.131]], "mulliken_charge": [-0.985, 0.078, -0.013, -0.053, -0.243, 0.305, 0.274, 0.373, 0.075, 0.353, 0.244, 0.319, -0.079, 0.122, 0.472, -0.652, 0.210, 0.285, -0.879, 0.042, 0.408, -0.659]}

=====

[4]
{"formula": "C3H14O4", "method": "the ωB97M-V functional and the def2-TZVPD basis", "gap_ev": 10.9511, "lumo_energy_ev": 0.644, "smiles": "CC(C)O.O.O.O", "relative_energy_kj_mol": 96.7, "charge": 0, "elements": ["C", "C", "C", "O", "H", "H", "H", "H", "H", "H", "H", "H", "H", "H", "O", "H", "H", "O", "H", "H", "O"], "xyz": [[-1.893135, -0.449434, 4.503457], [-1.681431, -1.587985, 3.532995], [-0.325958, -1.580427, 2.837390], [-2.738168, -1.683832, 2.591855], [-2.922074, -0.475328, 4.866669], [-1.738531, 0.534085, 4.054236], [-1.320058, -0.548871, 5.425928], [-1.673052, -2.508942, 4.119085], [0.504250, -1.574964, 3.530914], [-0.180383, -0.747140, 2.146504], [-0.259649, -2.518856, 2.286639], [-3.042601, -0.788154, 2.418579], [2.899541, 0.372113, -5.436320], [2.637004, -0.211552, -4.107662], [3.097429, 0.536474, -4.509822], [2.928906, 4.693530, -0.768974], [1.732411, 5.575660, -0.283026], [2.632264, 5.308164, -0.099347], [-0.363104, -0.545486, -6.904629], [-0.780195, -1.907506, -6.714747], [0.035871, -1.393756, -6.658640]], "forces_ev_per_a": [[-0.648, 0.193, 0.417], [0.814, -0.118, 0.416], [-0.143, -0.197, -0.386], [-0.046, 0.041, 0.020], [-0.185, -0.009, -0.169], [0.211, -0.014, -0.007], [0.451, 0.065, -0.283], [-0.413, -0.149, -0.045], [0.110, 0.070, 0.405], [-0.204, 0.023, 0.010], [0.111, 0.106, -0.247], [-0.059, -0.009, -0.131], [0.154, 0.248, -0.246], [0.133, 0.164, 0.285], [-0.319, -0.432, -0.053], [-0.242, -0.096, -0.284], [-0.127, -0.160, -0.309], [0.371, 0.251, 0.588], [0.673, 0.223, 0.085], [0.332, -0.636, 0.194], [-0.976, 0.438, -0.259]], "mulliken_charge": [-1.376, 0.556, -1.237, -0.539, 0.377, 0.353, 0.381, 0.192, 0.358, 0.301, 0.307, 0.326, 0.321, 0.324, -0.645, 0.324, 0.318, -0.643, 0.320, 0.311, -0.630]}

=====

[5]
{"formula": "C3H14O4", "method": "the ωB97M-V functional and the def2-TZVPD basis", "gap_ev": 10.7894, "lumo_energy_ev": 0.522, "smiles": "CCCO.O.O.O", "relative_energy_kj_mol": 146.7, "charge": 0, "elements": ["C", "O", "C", "C", "H", "H", "H", "H", "H", "H", "H", "H", "H", "H", "O", "H", "H", "O", "H", "H", "O"], "xyz": [[1.588914, 0.129957, -0.605693], [0.706797, 0.689020, 0.357999], [0.820800, -0.355176, -1.871958], [1.664674, -1.387206, -2.629145], [2.306307, 0.934771, -0.787394], [2.085596, -0.752429, -0.201824], [-0.228607, 0.430413, 0.228192], [-0.046094, -0.764266, -1.323985], [0.367475, 0.438696, -2.462460], [1.136363, -1.645600, -3.550607], [2.590479, -0.941325, -2.990930], [1.772290, -2.256169, -1.991046], [0.575147, 2.231891, 3.089249], [-0.892874, 2.286632, 2.856580], [-0.245049, 1.881452, 3.424367], [-3.884137, -3.538848, 4.973546], [-3.342171, -4.584806, 3.959892], [-4.138121, -4.113880, 4.216531], [-1.022000, 3.057372, -1.745070], [-0.903565, 4.445850, -1.833124], [-0.912215, 3.813660, -1.113128]], "forces_ev_per_a": [[-0.866, 0.548, -0.782], [-0.663, 0.130, 0.287], [0.290, 0.107, 1.883], [-1.381, 0.840, -0.642], [0.194, -0.324, -0.222], [0.194, 0.026, 0.176], [0.981, -0.034, -0.036], [0.009, -0.769, -0.834], [0.537, 0.260, -0.231], [-0.014, -0.405, 0.136], [0.279, -0.179, 0.471], [0.469, -0.183, -0.190], [0.555, 0.017, -0.171], [-0.487, 0.169, -0.288], [-0.099, -0.213, 0.430], [-0.167, -0.686, -0.870], [0.130, 0.029, 0.077], [0.039, 0.661, 0.791], [0.134, 0.075, 1.472], [0.118, 1.231, 0.281], [-0.252, -1.298, -1.739]], "mulliken_charge": [-0.296, -0.449, -0.398, -1.185, 0.267, 0.262, 0.268, 0.260, 0.281, 0.351, 0.291, 0.348, 0.310, 0.308, -0.622, 0.328, 0.320, -0.647, 0.307, 0.301, -0.603]}

=====

[6]
{"formula": "C3H15Li3N6O5", "method": "the ωB97M-V functional and the def2-TZVPD basis", "gap_ev": 4.8997, "lumo_energy_ev": -8.924, "charge": 2, "elements": ["Li", "Li", "Li", "O", "H", "O", "H", "H", "C", "O", "N", "N", "H", "H", "H", "H", "C", "O", "N", "N", "H", "H", "H", "H", "C", "O", "N", "N", "H", "H", "H", "H"], "xyz": [[4.072121, -4.181157, 18.543119], [4.083878, -1.476466, 19.143444], [2.087309, -4.162466, 20.858449], [3.714980, -3.206459, 20.399926], [4.518850, -3.606366, 20.756667], [2.124061, -0.803585, 19.394182], [1.889092, -0.264383, 20.163680], [1.641110, -1.625972, 19.524525], [1.626216, -2.548006, 23.326636], [1.440677, -3.705712, 22.894730], [2.601158, -1.727340, 22.842459], [0.796230, -1.958846, 24.194201], [3.025582, -1.891449, 21.950963], [2.861656, -0.864309, 23.289459], [1.225390, -1.167963, 24.644960], [0.040493, -2.501985, 24.580635], [7.299543, -3.372707, 22.444831], [7.087073, -4.583918, 22.560862], [7.918678, -2.658646, 23.403974], [7.002250, -2.783547, 21.261141], [7.982750, -3.109159, 24.304988], [7.695390, -1.676699, 23.474376], [7.143853, -1.783962, 21.219331], [6.268477, -3.175793, 20.714890], [4.970773, -4.690757, 25.321587], [4.437713, -4.271510, 26.342070], [4.651628, -4.208857, 24.099420], [5.838554, -5.742786, 25.263258], [5.234975, -4.411396, 23.302649], [3.747240, -3.820102, 23.914131], [6.346288, -5.961885, 26.106153], [6.320441, -5.903451, 24.394208]], "forces_ev_per_a": [[0.035, -0.413, 0.440], [-0.728, 0.483, 0.886], [-0.153, 0.094, 1.694], [0.228, -0.362, -2.691], [-0.280, 0.028, 0.647], [0.822, -0.394, 0.084], [-0.076, 0.177, -0.151], [-0.398, 0.210, -0.033], [-1.056, -0.315, -0.648], [0.546, 0.446, -1.255], [0.613, 0.467, -0.165], [0.762, -0.167, -0.063], [0.265, -0.589, 0.141], [-0.229, -0.027, 0.135], [-0.889, 0.141, 0.594], [0.202, 0.106, 0.431], [0.242, -2.718, 0.725], [-0.275, 0.431, -0.108], [-0.329, 0.887, 0.113], [0.246, 2.079, -0.312], [0.107, -0.214, -0.113], [0.278, 0.031, -0.027], [-0.090, -0.060, -0.336], [0.204, -0.260, -0.056], [-0.771, -0.422, 1.619], [0.457, -0.278, -0.586], [-0.214, 0.864, -1.971], [0.529, 0.119, 0.310], [-0.042, -0.321, 0.195], [-0.001, 0.063, 0.452], [-0.135, -0.032, 0.004], [0.128, -0.055, 0.043]], "mulliken_charge": [0.947, 0.905, 0.883, -1.151, 0.278, -0.636, 0.351, 0.319, 0.693, -0.680, -0.266, -0.430, 0.063, 0.184, 0.194, 0.272, 0.696, -0.687, -0.448, -0.348, 0.261, 0.227, 0.197, 0.102, 0.418, -0.635, -0.111, -0.412, 0.133, 0.176, 0.254, 0.253]}